Computed, not measured: a 2-piece molecular cluster, CH2Cl3N3 overall, with ωB97M-V/def2-TZVPD.

Values from the calculation:
* orbital gap (spin up / spin down): 6.50 / 6.50 eV
* E: -1583.931676 Eh
* charge: 0
* LUMO level (spin up / spin down): -1.3111 / -1.3126 eV

Bonds (Å) are listed after each position.
Cartesian coordinates (Å):
1 C -1.108 -0.960 -0.190  N2 1.177, N3 1.323
2 N -1.806 -1.901 -0.077  C1 1.177, Cl5 1.707
3 N -0.020 -0.222 -0.042  C1 1.323, H8 1.010, H9 1.052
4 N -2.551 1.085 -0.656  Cl6 1.664, Cl7 1.765
5 Cl -3.501 -2.102 -0.084  N2 1.707
6 Cl -1.318 2.142 -1.017  N4 1.664
7 Cl -3.172 1.481 0.948  N4 1.765
8 H 0.424 -0.424 0.842  N3 1.010
9 H -0.081 0.785 -0.342  N3 1.052

Computed, not measured: an isolated ion of composition C5H13N2 and charge +1, with ωB97M-V/def2-TZVPD.

Values from the calculation:
* orbital gap: 10.76 eV
* E: -307.547362 Eh
* charge: +1
* SMILES: CCCCNC=[NH2+]
* LUMO level: -3.9050 eV

Bonds (Å) are listed after each position.
Cartesian coordinates (Å):
1 C 0.138 -1.144 2.245  C2 1.532, H8 1.094, H9 1.118, H10 1.093
2 C 0.418 -1.591 0.807  C1 1.532, C3 1.542, H11 1.083, H12 1.112
3 C 1.321 -0.697 -0.067  C2 1.542, C4 1.537, H13 1.111, H14 1.100
4 C 0.810 0.644 -0.617  C3 1.537, N5 1.457, H15 1.083, H16 1.077
5 N -0.303 0.511 -1.547  C4 1.457, C6 1.294, H17 1.034
6 C -1.357 1.241 -1.726  N5 1.294, N7 1.337, H18 1.107
7 N -1.746 2.156 -0.831  C6 1.337, H19 1.009, H20 1.009
8 H 0.412 -1.900 2.987  C1 1.094
9 H 0.920 -0.355 2.375  C1 1.118
10 H -0.797 -0.624 2.470  C1 1.093
11 H 0.871 -2.556 0.997  C2 1.083
12 H -0.318 -1.864 0.019  C2 1.112
13 H 1.862 -1.276 -0.846  C3 1.111
14 H 2.195 -0.524 0.579  C3 1.100
15 H 0.411 1.094 0.284  C4 1.083
16 H 1.589 1.127 -1.184  C4 1.077
17 H -0.235 -0.178 -2.316  N5 1.034
18 H -2.055 1.056 -2.565  C6 1.107
19 H -1.769 2.034 0.170  N7 1.009
20 H -2.364 2.846 -1.231  N7 1.009

Computed, not measured: a 2-piece molecular cluster, CHNOS overall, with ωB97M-V/def2-TZVPD.

Values from the calculation:
* orbital gap (spin up / spin down): 9.61 / 9.64 eV
* E: -566.741415 Eh
* charge: 0
* LUMO level (spin up / spin down): -1.0808 / -1.0622 eV

Bonds (Å) are listed after each position.
Cartesian coordinates (Å):
1 C -2.932 -0.280 0.093  O3 1.141, S4 1.536
2 N -0.100 0.974 0.126  H5 1.016
3 O -1.911 -0.789 0.110  C1 1.141
4 S -4.361 0.265 -0.040  C1 1.536
5 H -0.312 1.242 -0.830  N2 1.016

Computed, not measured: a 11-piece molecular cluster, C33H68Br21ISi overall, with ωB97M-V/def2-TZVPD.

Values from the calculation:
* orbital gap: 9.30 eV
* E: -55939.727943 Eh
* charge: 0
* SMILES: CCCCCCCCCC[Si@@H](I)[C@H](Br)CC.BrCCBr.BrCCBr.BrCCBr.BrCCBr.BrCCBr.BrCCBr.BrCCBr.BrCCBr.BrCCBr.BrCCBr
* LUMO level: 0.2898 eV

Bonds (Å) are listed after each position.
Cartesian coordinates (Å):
1 C -1.235 5.181 -0.417  C2 1.545, H17 1.089, H18 1.088, H19 1.089
2 C -0.271 4.307 -1.251  C1 1.545, C3 1.543, H20 1.089, H21 1.090
3 C 0.872 3.750 -0.377  C2 1.543, C4 1.544, H22 1.091, H23 1.091
4 C 0.326 2.676 0.589  C3 1.544, C5 1.542, H24 1.091, H25 1.088
5 C 1.198 1.404 0.615  C4 1.542, C6 1.524, H26 1.091, H27 1.091
6 C 0.382 0.117 0.642  C5 1.524, C7 1.520, H28 1.090, H29 1.096
7 C -0.731 0.069 1.676  C6 1.520, C8 1.536, H30 1.087, H31 1.097
8 C -1.258 -1.342 1.978  C7 1.536, C9 1.545, H32 1.089, H33 1.095
9 C -1.502 -2.308 0.798  C8 1.545, C10 1.542, H34 1.098, H35 1.093
10 C -2.937 -2.263 0.234  C9 1.542, Si11 1.880, H36 1.092, H37 1.095
11 Si -3.398 -0.687 -0.682  C10 1.880, I12 2.472, C13 1.916, H38 1.470
12 I -3.334 -1.033 -3.128  Si11 2.472
13 C -5.142 -0.127 -0.119  Si11 1.916, Br14 1.941, C15 1.532, H39 1.090
14 Br -6.503 -1.040 -1.159  C13 1.941
15 C -5.256 1.397 -0.229  C13 1.532, C16 1.546, H40 1.089, H41 1.090
16 C -6.586 1.930 0.353  C15 1.546, H42 1.087, H43 1.087, H44 1.089
17 H -0.780 5.422 0.543  C1 1.089
18 H -2.182 4.680 -0.227  C1 1.088
19 H -1.443 6.123 -0.924  C1 1.089
20 H 0.127 4.853 -2.105  C2 1.089
21 H -0.814 3.436 -1.620  C2 1.090
22 H 1.313 4.587 0.166  C3 1.091
23 H 1.593 3.311 -1.067  C3 1.091
24 H 0.327 3.089 1.599  C4 1.091
25 H -0.700 2.448 0.308  C4 1.088
26 H 1.912 1.433 1.440  C5 1.091
27 H 1.788 1.404 -0.302  C5 1.091
28 H 1.011 -0.770 0.715  C6 1.090
29 H -0.089 0.051 -0.345  C6 1.096
30 H -1.529 0.760 1.420  C7 1.087
31 H -0.317 0.463 2.613  C7 1.097
32 H -0.621 -1.801 2.733  C8 1.089
33 H -2.233 -1.200 2.457  C8 1.095
34 H -0.816 -2.214 -0.055  C9 1.098
35 H -1.344 -3.318 1.184  C9 1.093
36 H -3.671 -2.506 1.005  C10 1.092
37 H -3.021 -3.069 -0.503  C10 1.095
38 H -2.463 0.423 -0.450  Si11 1.470
39 H -5.214 -0.431 0.925  C13 1.090
40 H -5.176 1.648 -1.286  C15 1.089
41 H -4.416 1.816 0.324  C15 1.090
42 H -7.140 1.143 0.856  C16 1.087
43 H -6.402 2.772 1.015  C16 1.087
44 H -7.213 2.288 -0.462  C16 1.089
45 Br 2.385 -2.013 4.157  C46 1.944
46 C 3.979 -1.431 5.106  Br45 1.944, C47 1.504, H49 1.085, H50 1.087
47 C 4.695 -0.340 4.357  C46 1.504, Br48 1.947, H51 1.085, H52 1.085
48 Br 5.681 -1.043 2.833  C47 1.947
49 H 4.598 -2.308 5.262  C46 1.085
50 H 3.625 -1.061 6.064  C46 1.087
51 H 5.439 0.129 4.992  C47 1.085
52 H 4.019 0.417 3.973  C47 1.085
53 Br 3.144 2.451 -2.823  C54 1.947
54 C 3.003 2.315 -4.760  Br53 1.947, C55 1.505, H57 1.085, H58 1.089
55 C 1.883 3.165 -5.296  C54 1.505, Br56 1.946, H59 1.088, H60 1.086
56 Br 0.142 2.366 -4.954  C55 1.946
57 H 2.872 1.263 -4.991  C54 1.085
58 H 3.962 2.656 -5.145  C54 1.089
59 H 1.959 3.251 -6.378  C55 1.088
60 H 1.862 4.157 -4.855  C55 1.086
61 Br -4.307 -4.130 -8.639  C62 1.949
62 C -4.667 -3.295 -6.915  Br61 1.949, C63 1.502, H65 1.085, H66 1.087
63 C -4.449 -1.808 -6.952  C62 1.502, Br64 1.946, H67 1.089, H68 1.085
64 Br -2.556 -1.359 -6.940  C63 1.946
65 H -4.033 -3.787 -6.185  C62 1.085
66 H -5.708 -3.520 -6.696  C62 1.087
67 H -4.863 -1.350 -6.055  C63 1.089
68 H -4.877 -1.339 -7.832  C63 1.085
69 Br -7.427 -3.472 -4.079  C70 1.945
70 C -7.065 -5.350 -3.724  Br69 1.945, C71 1.506, H73 1.085, H74 1.088
71 C -5.798 -5.533 -2.932  C70 1.506, Br72 1.945, H75 1.088, H76 1.086
72 Br -4.214 -5.288 -4.034  C71 1.945
73 H -7.036 -5.854 -4.684  C70 1.085
74 H -7.921 -5.705 -3.153  C70 1.088
75 H -5.732 -6.551 -2.555  C71 1.088
76 H -5.716 -4.832 -2.107  C71 1.086
77 Br 6.414 3.771 -4.066  C78 1.943
78 C 6.037 5.676 -4.129  Br77 1.943, C79 1.505, H81 1.085, H82 1.088
79 C 4.751 5.957 -4.857  C78 1.505, Br80 1.945, H83 1.087, H84 1.085
80 Br 4.941 5.764 -6.784  C79 1.945
81 H 6.898 6.152 -4.585  C78 1.085
82 H 5.952 5.992 -3.092  C78 1.088
83 H 4.438 6.986 -4.696  C79 1.087
84 H 3.956 5.284 -4.554  C79 1.085
85 Br 1.563 3.341 5.806  C86 1.946
86 C 1.652 1.847 7.050  Br85 1.946, C87 1.507, H89 1.086, H90 1.088
87 C 2.768 2.009 8.049  C86 1.507, Br88 1.946, H91 1.087, H92 1.085
88 Br 4.503 1.651 7.241  C87 1.946
89 H 1.752 0.950 6.446  C86 1.086
90 H 0.690 1.835 7.559  C86 1.088
91 H 2.663 1.284 8.853  C87 1.087
92 H 2.820 3.007 8.470  C87 1.085
93 Br 2.153 -4.538 0.790  C94 1.945
94 C 2.372 -4.567 -1.142  Br93 1.945, C95 1.503, H97 1.085, H98 1.087
95 C 2.541 -3.216 -1.778  C94 1.503, Br96 1.943, H99 1.088, H100 1.085
96 Br 0.881 -2.214 -1.904  C95 1.943
97 H 1.511 -5.107 -1.521  C94 1.085
98 H 3.275 -5.148 -1.316  C94 1.087
99 H 2.866 -3.349 -2.807  C95 1.088
100 H 3.247 -2.576 -1.259  C95 1.085
101 Br -3.339 -4.685 4.045  C102 1.943
102 C -2.704 -6.496 3.736  Br101 1.943, C103 1.504, H105 1.085, H106 1.088
103 C -1.347 -6.731 4.341  C102 1.504, Br104 1.947, H107 1.088, H108 1.085
104 Br 0.091 -5.939 3.293  C103 1.947
105 H -2.716 -6.656 2.663  C102 1.085
106 H -3.442 -7.140 4.210  C102 1.088
107 H -1.129 -7.797 4.355  C103 1.088
108 H -1.263 -6.331 5.346  C103 1.085
109 Br 1.949 5.413 10.368  C110 1.948
110 C 1.617 6.024 8.548  Br109 1.948, C111 1.504, H113 1.084, H114 1.088
111 C 0.356 6.836 8.448  C110 1.504, Br112 1.945, H115 1.088, H116 1.085
112 Br -1.229 5.711 8.529  C111 1.945
113 H 1.586 5.135 7.928  C110 1.084
114 H 2.484 6.625 8.284  C110 1.088
115 H 0.308 7.339 7.485  C111 1.088
116 H 0.264 7.566 9.245  C111 1.085
117 Br 5.054 -1.545 -4.618  C118 1.946
118 C 6.047 -3.171 -5.017  Br117 1.946, C119 1.505, H121 1.085, H122 1.087
119 C 5.483 -4.351 -4.274  C118 1.505, Br120 1.946, H123 1.087, H124 1.085
120 Br 5.973 -4.308 -2.391  C119 1.946
121 H 7.084 -2.978 -4.767  C118 1.085
122 H 5.951 -3.317 -6.091  C118 1.087
123 H 5.889 -5.282 -4.661  C119 1.087
124 H 4.399 -4.385 -4.318  C119 1.085

Q: What is the formula in the first record?
A: CH2Cl3N3